[1]
{
  "formula": "C24H55BClFN6O8P",
  "method": "ωB97M-V/def2-TZVPD",
  "species": ["C", "C", "O", "B", "O", "C", "C", "F", "C", "N", "C", "P", "O", "O", "O", "C", "C", "C", "N", "N", "C", "C", "C", "Cl", "H", "H", "H", "H", "H", "H", "H", "H", "H", "H", "H", "H", "H", "H", "H", "H", "H", "H", "H", "H", "H", "H", "C", "C", "C", "O", "C", "N", "H", "H", "H", "H", "H", "H", "H", "H", "H", "H", "H", "C", "C", "C", "O", "C", "N", "H", "H", "H", "H", "H", "H", "H", "H", "H", "H", "H", "C", "C", "C", "O", "C", "N", "H", "H", "H", "H", "H", "H", "H", "H", "H", "H", "H"],
  "positions_angstrom": [[6.59172, -3.38161, -4.33805], [5.82640, -2.10830, -4.68447], [4.54502, -2.02025, -4.00783], [4.55756, -1.75116, -2.69356], [5.69416, -1.54260, -1.98141], [3.10710, -1.63900, -1.98042], [2.87482, -0.57908, -1.14801], [3.82027, 0.33447, -0.92838], [1.63911, -0.37526, -0.51954], [1.48551, 0.71719, 0.29634], [0.62674, -1.31246, -0.76782], [-0.97875, -1.03636, 0.08773], [-1.80938, -0.12911, -0.70638], [-1.69538, -2.41456, 0.39321], [-0.69917, -0.45025, 1.52851], [0.87610, -2.37017, -1.65876], [-0.24103, -3.30922, -2.00052], [-1.35548, -2.58384, -2.81012], [-0.87641, -1.30174, -3.37022], [2.10005, -2.52851, -2.21154], [2.34567, -3.67453, -3.10867], [1.71884, -3.44690, -4.48072], [1.55024, -4.75694, -5.22525], [1.36380, -4.40974, -6.96790], [7.47190, -3.12776, -3.75684], [6.93702, -3.86912, -5.24040], [5.99136, -4.07756, -3.76222], [6.39927, -1.20765, -4.50100], [5.59185, -2.11957, -5.74176], [5.66238, -1.89302, -1.08726], [0.57008, 1.11775, 0.10481], [2.14184, 1.45018, 0.04627], [-1.37831, -2.85275, 1.19487], [-1.17617, 0.39399, 1.61704], [-0.60751, -3.73495, -1.07514], [0.05281, -4.15111, -2.60726], [-1.61419, -3.21292, -3.65578], [-2.26334, -2.47801, -2.23368], [-0.77265, -1.43011, -4.37075], [-1.63268, -0.63197, -3.29524], [3.39534, -3.90488, -3.20999], [1.89751, -4.54076, -2.63601], [0.77972, -2.91827, -4.39233], [2.39526, -2.82161, -5.05641], [0.65693, -5.28977, -4.92010], [2.41396, -5.40017, -5.11307], [-4.71572, -4.96298, -7.68575], [-3.72924, -3.83983, -7.99121], [-2.72659, -3.57232, -6.86034], [-3.25527, -2.86629, -5.74814], [-3.96776, -3.65492, -4.81223], [-4.47924, -2.63898, -8.36668], [-5.50457, -4.64118, -7.00636], [-5.19974, -5.29332, -8.60344], [-4.21113, -5.82507, -7.24403], [-3.14190, -4.14980, -8.86013], [-1.93263, -2.93324, -7.25603], [-2.25008, -4.50473, -6.52544], [-3.53210, -4.65481, -4.71543], [-5.02422, -3.73862, -5.07202], [-3.90475, -3.14886, -3.84977], [-3.83397, -1.92214, -8.68660], [-4.88894, -2.24783, -7.52270], [-0.19754, 3.37700, 2.81780], [-1.65102, 3.74935, 3.06032], [-1.94262, 4.31818, 4.45465], [-1.96557, 3.35563, 5.48884], [-0.70040, 2.98973, 6.00889], [-2.46608, 2.56267, 2.76038], [0.05904, 2.43021, 3.29509], [-0.03982, 3.25102, 1.74431], [0.49706, 4.13904, 3.17412], [-1.91212, 4.53130, 2.34211], [-2.94600, 4.75001, 4.43845], [-1.24903, 5.13193, 4.70357], [-0.00805, 3.83752, 6.01666], [-0.26482, 2.15893, 5.44763], [-0.85187, 2.65404, 7.03475], [-3.45071, 2.81043, 2.78919], [-2.35216, 1.91817, 3.53974], [0.86959, 5.42835, 10.73332], [0.29016, 5.37746, 9.32308], [0.39057, 6.70751, 8.56192], [-0.54601, 7.68859, 8.95290], [-0.20185, 8.43302, 10.10809], [-1.08797, 4.88238, 9.39303], [0.20010, 5.92888, 11.43160], [1.02732, 4.41796, 11.10936], [1.83083, 5.94584, 10.74795], [0.87831, 4.64761, 8.75654], [0.17392, 6.50882, 7.50762], [1.41026, 7.11343, 8.60782], [0.87730, 8.59807, 10.17246], [-0.55342, 7.94226, 11.01824], [-0.69882, 9.39954, 10.03492], [-1.43642, 4.74440, 8.44757], [-1.66413, 5.63560, 9.75938]],
  "atomic_forces_ev_per_a": [[0.3, 0.5, 0.2], [-0.2, -0.4, -0.6], [0.5, 0.4, 0.0], [-0.6, 0.0, 0.1], [0.1, -0.5, -0.2], [0.8, 0.3, 0.1], [-0.3, -0.7, -0.3], [0.2, 0.1, 0.0], [0.0, 0.0, 0.1], [-0.4, 0.6, -1.3], [0.3, -0.5, 0.6], [-1.0, 0.8, -0.6], [0.1, -0.1, -0.3], [0.5, -0.4, 0.0], [0.5, -0.3, 0.1], [-0.3, 0.1, 0.5], [-0.2, -0.1, -0.3], [0.4, 0.2, -0.6], [-0.5, -0.2, -0.1], [-0.1, 0.3, 0.2], [-0.8, -0.5, -0.2], [0.7, -0.1, -0.1], [-0.2, 0.3, -0.2], [-0.1, -0.1, 0.0], [0.1, -0.1, 0.2], [0.0, -0.2, -0.2], [-0.2, -0.1, 0.0], [0.1, 0.1, 0.2], [-0.2, 0.1, -0.1], [0.1, 0.4, 0.2], [-0.2, 0.0, 0.7], [0.4, -0.2, 0.4], [-0.1, 0.0, 0.1], [-0.1, 0.2, 0.2], [-0.3, 0.0, 0.1], [0.4, -0.1, 0.1], [-0.1, -0.4, 0.1], [0.0, 0.3, 0.3], [0.1, 0.1, 0.0], [0.2, 0.3, 0.3], [0.2, 0.4, 0.2], [0.0, -0.1, 0.1], [-0.2, 0.0, 0.0], [0.0, 0.2, 0.0], [-0.1, -0.2, 0.1], [0.1, -0.1, 0.0], [0.0, -0.1, 0.0], [-0.3, 0.0, 0.2], [0.2, 0.1, -0.2], [0.1, -0.1, 0.1], [-0.1, 0.2, 0.0], [0.3, 0.1, 0.1], [0.0, 0.0, 0.0], [0.0, 0.0, 0.0], [0.0, 0.0, 0.0], [0.1, 0.0, 0.0], [0.0, 0.0, 0.0], [-0.1, 0.0, 0.0], [0.0, 0.0, 0.0], [0.0, -0.1, 0.0], [0.0, 0.0, 0.0], [0.0, 0.0, -0.1], [-0.1, 0.0, 0.0], [0.2, 0.0, -0.1], [0.1, -0.2, 0.0], [-0.2, 0.1, 0.0], [0.1, 0.0, 0.0], [-0.1, -0.1, 0.1], [0.0, -0.1, 0.1], [0.0, 0.0, 0.1], [0.0, 0.0, 0.0], [0.0, 0.0, 0.0], [-0.1, 0.0, 0.0], [0.0, 0.0, 0.0], [0.1, 0.0, -0.1], [0.0, 0.0, -0.1], [0.1, 0.1, 0.0], [0.0, 0.0, 0.0], [0.0, 0.0, -0.2], [0.0, 0.0, 0.1], [0.1, -0.1, 0.0], [-0.1, 0.1, 0.2], [0.0, -0.1, -0.2], [0.1, 0.0, 0.1], [-0.2, 0.0, 0.0], [0.1, 0.1, -0.3], [0.0, 0.0, 0.0], [-0.1, 0.0, 0.0], [0.0, 0.0, 0.0], [0.0, 0.0, -0.1], [0.0, 0.0, 0.0], [0.0, 0.0, 0.1], [0.0, 0.0, 0.0], [0.1, 0.0, 0.0], [0.0, 0.0, 0.0], [0.0, -0.1, 0.0], [0.0, -0.1, 0.1]],
  "homo_energy_ev": -10.433,
  "gap_ev": 7.0,
  "total_charge": 1,
  "lumo_energy_ev": -3.5,
  "total_energy_ev": -76303.8840
}

***

[2]
{
  "formula": "C24H56BrN2O8",
  "method": "ωB97M-V/def2-TZVPD",
  "species": ["N", "C", "C", "C", "C", "C", "C", "N", "C", "C", "O", "Br", "C", "O", "O", "H", "H", "H", "H", "H", "H", "H", "H", "H", "H", "H", "H", "H", "H", "H", "H", "C", "C", "C", "O", "H", "H", "H", "H", "H", "H", "H", "H", "C", "C", "C", "O", "H", "H", "H", "H", "H", "H", "H", "H", "C", "C", "C", "O", "H", "H", "H", "H", "H", "H", "H", "H", "C", "C", "C", "O", "H", "H", "H", "H", "H", "H", "H", "H", "C", "C", "C", "O", "H", "H", "H", "H", "H", "H", "H", "H"],
  "positions_angstrom": [[1.55309, 4.21533, -2.00892], [0.20535, 3.60392, -2.32182], [0.25638, 2.09651, -2.96491], [1.47014, 1.14347, -2.41356], [0.85523, -0.01436, -1.37641], [0.38330, 0.62520, 0.05818], [1.52918, 0.62893, 1.22994], [2.80071, 1.25393, 0.61700], [1.07790, 1.63196, 2.44461], [-0.30990, 1.22155, 3.21226], [-0.88386, 2.17321, 4.00039], [-1.23809, -0.54847, 3.15525], [1.99448, -0.88021, 1.73094], [2.64180, -0.91819, 2.92685], [1.70559, -2.13070, 0.98180], [1.86618, 3.80414, -1.08695], [2.25573, 3.94269, -2.75633], [-0.30677, 4.29670, -3.14850], [-0.55146, 3.61552, -1.40119], [0.19853, 2.13585, -4.15651], [-0.76051, 1.56322, -2.63839], [1.88586, 0.51693, -3.34054], [2.38776, 1.71135, -1.96160], [1.68612, -0.83950, -1.29955], [-0.07807, -0.53143, -1.90876], [-0.62817, 0.11290, 0.34966], [0.11765, 1.76976, -0.15388], [2.59548, 2.19288, 0.21090], [3.24138, 0.60127, -0.06938], [0.89266, 2.71657, 1.98126], [2.01528, 1.75667, 3.15258], [-4.58564, 2.17220, -3.26219], [-3.64081, 1.09212, -3.76433], [-4.39814, -0.16316, -4.16740], [-2.70435, 0.76993, -2.73940], [-5.13354, 1.83259, -2.37597], [-4.02572, 3.06509, -2.96420], [-5.30917, 2.45361, -4.03366], [-3.07209, 1.46976, -4.62099], [-4.93937, -0.58555, -3.31330], [-3.70446, -0.93614, -4.51500], [-5.11609, 0.04820, -4.96599], [-3.20054, 0.43364, -1.97462], [-7.35713, -1.23206, -0.44767], [-6.03779, -0.54197, -0.14021], [-5.73433, -0.56476, 1.34947], [-6.09550, 0.80927, -0.58970], [-8.18996, -0.72708, 0.05463], [-7.56845, -1.19721, -1.52177], [-7.33916, -2.27861, -0.12790], [-5.22781, -1.03539, -0.68831], [-6.50960, -0.03614, 1.91545], [-4.78814, -0.05382, 1.55728], [-5.66772, -1.59130, 1.72317], [-6.81207, 1.25523, -0.10822], [4.39119, -5.26746, 0.79413], [5.71053, -4.57738, 1.10159], [6.01398, -4.60016, 2.59127], [5.65282, -3.22614, 0.65210], [3.55836, -4.76249, 1.29643], [4.17987, -5.23261, -0.27997], [4.40916, -6.31402, 1.11391], [6.52051, -5.07079, 0.55349], [5.23871, -4.07154, 3.15725], [6.96018, -4.08922, 2.79909], [6.08059, -5.62670, 2.96497], [4.93624, -2.78017, 1.13359], [1.86277, -4.37650, -3.91758], [0.97218, -3.15949, -3.72483], [-0.39430, -3.55238, -3.18618], [0.81296, -2.48840, -4.97202], [1.42366, -5.07290, -4.64085], [2.83843, -4.07992, -4.31718], [2.01757, -4.90609, -2.97236], [1.45216, -2.45783, -3.03402], [-0.91339, -4.21953, -3.88351], [-1.02865, -2.66793, -3.06418], [-0.30720, -4.05728, -2.21904], [0.38735, -3.10402, -5.59174], [0.88995, 3.64773, 6.70812], [2.25245, 3.91855, 6.09033], [2.93180, 5.10984, 6.74686], [2.09705, 4.17265, 4.69659], [0.22243, 4.50690, 6.57711], [0.40756, 2.79552, 6.21760], [0.97713, 3.43298, 7.77777], [2.88616, 3.03096, 6.19300], [2.33670, 6.02081, 6.61722], [3.90586, 5.30064, 6.28389], [3.08020, 4.93899, 7.81768], [1.53565, 4.95933, 4.59585]],
  "atomic_forces_ev_per_a": [[-0.3, -1.2, 0.4], [-1.1, 0.0, -1.4], [-1.0, -0.5, 0.4], [-0.6, -1.4, -0.9], [0.6, 0.3, -0.7], [-0.4, 0.2, -0.6], [-0.1, 0.0, -1.3], [-0.9, -0.4, 0.6], [0.4, -0.4, -0.9], [-1.8, 6.3, 4.4], [3.5, -6.4, -5.1], [1.1, 1.5, -0.1], [1.1, -5.0, 2.5], [-3.1, 0.7, -5.8], [1.3, 7.0, 3.1], [-0.2, 0.6, -1.6], [-1.3, 0.2, 1.4], [1.0, -1.4, 1.8], [2.1, 0.1, -1.8], [0.5, 0.1, 2.6], [2.3, 1.2, -0.9], [-0.8, 1.4, 1.9], [-1.9, -1.0, -0.8], [-1.7, 1.5, 0.4], [2.0, 1.3, 1.1], [2.0, 0.9, -0.2], [0.5, -2.3, 0.5], [0.2, -1.4, 0.2], [-0.8, 1.0, 0.7], [0.1, -2.4, 1.1], [-2.3, -0.6, -1.0], [0.0, 0.3, 0.1], [-0.5, -0.1, 0.4], [0.1, -0.3, -0.3], [-0.1, -0.2, 0.1], [0.1, -0.1, -0.2], [0.0, -0.1, -0.1], [0.0, 0.0, 0.0], [0.2, -0.1, 0.2], [0.0, 0.2, 0.0], [-0.1, 0.2, 0.0], [0.0, 0.0, 0.1], [0.2, 0.2, -0.3], [-0.1, -0.2, -0.3], [-0.5, 0.1, 0.5], [0.4, 0.0, 0.1], [-0.1, 0.2, -0.1], [0.1, 0.0, 0.1], [0.1, 0.0, 0.1], [0.0, 0.1, 0.0], [-0.1, 0.2, 0.0], [-0.1, -0.1, -0.1], [-0.1, -0.2, -0.1], [0.0, 0.1, 0.0], [0.3, -0.2, -0.2], [-0.2, -0.2, -0.2], [-0.6, 0.4, 0.3], [0.3, 0.0, 0.2], [0.2, 0.0, -0.1], [0.1, 0.0, 0.0], [0.1, 0.0, 0.1], [0.0, 0.0, 0.0], [0.0, 0.2, 0.0], [0.0, -0.1, -0.1], [-0.1, -0.1, -0.1], [0.0, 0.1, 0.0], [0.0, -0.1, -0.2], [0.4, 0.0, 0.1], [-0.3, -0.5, -0.1], [-0.2, 0.2, 0.3], [0.0, 0.2, -0.4], [-0.1, 0.0, 0.1], [-0.1, 0.0, 0.1], [0.0, 0.0, -0.1], [-0.1, 0.0, -0.2], [0.1, -0.1, 0.0], [0.2, -0.1, 0.1], [0.0, 0.1, -0.1], [0.2, 0.2, 0.3], [-0.2, -0.4, 0.1], [-0.5, 0.5, 0.1], [0.4, 0.1, 0.1], [0.1, 0.1, -0.2], [0.1, 0.0, 0.0], [0.1, 0.1, 0.1], [0.0, 0.0, -0.1], [-0.1, 0.1, -0.2], [-0.1, -0.1, 0.1], [-0.1, -0.1, 0.1], [0.0, 0.1, -0.1], [0.2, -0.4, 0.1]],
  "homo_energy_ev": -4.788,
  "gap_ev": 7.0,
  "total_charge": -1,
  "lumo_energy_ev": 2.2,
  "total_energy_ev": -115194.7448
}